[1]
39
Properties=species:S:1:pos:R:3:forces:R:3:lowdin_charge:R:1 method="wB97M-V/def2-TZVPD" total_charge=0 e_lumo_ev=0.095 spin_multiplicity=1
O -2.90638 -2.27673 1.83751 4.550 2.283 -2.967 -0.010
C -1.75412 -1.87595 1.31255 -8.807 1.953 1.153 -0.436
N -1.60698 -0.68080 0.49444 -10.296 -4.281 5.459 0.090
C -2.75130 -0.01327 0.01216 -2.840 -0.220 -2.082 -0.179
C -4.05379 -0.67500 -0.35417 4.577 13.564 -2.087 0.073
C -5.14252 0.22102 -0.64356 1.023 -3.553 -0.741 -0.122
C -4.94259 1.51838 -0.80185 -0.097 7.597 -4.653 -0.141
C -3.62086 2.20256 -0.85529 -1.663 0.756 2.173 -0.133
C -2.65354 1.39755 -0.32368 2.034 -1.420 0.703 -0.547
Br -0.86303 2.10350 0.12680 -0.921 0.375 -0.358 0.762
H -3.45774 3.42360 -0.90972 -0.616 -3.685 -0.207 0.162
H -5.74327 2.37044 -1.45949 1.784 -3.175 2.536 0.180
H -6.04173 -0.29753 -0.98492 -0.174 0.560 0.627 0.114
H -4.24378 -1.44863 0.05100 -2.178 -10.806 4.353 -0.024
H -0.81988 -0.53678 0.12419 8.006 1.617 -3.468 -0.079
C -0.65182 -2.57461 1.74259 5.740 -2.476 -1.012 -0.249
H -0.67480 -3.39246 2.50344 -0.706 1.084 -0.757 0.117
H 0.18076 -1.88457 1.89589 0.120 -0.121 0.454 0.090
S 0.03825 -3.47507 0.13443 -4.982 -5.855 5.100 1.064
C 0.86250 -2.39392 -0.57175 4.710 5.109 -5.549 -0.841
N 1.65748 -2.82131 -1.74383 -2.228 3.099 5.116 0.052
N 2.14644 -1.56546 -1.89569 5.659 -2.107 -7.851 -0.087
C 1.77525 -0.52161 -1.26906 -2.175 0.010 1.160 -0.291
N 0.83975 -1.05045 -0.28420 2.980 0.109 -2.566 0.084
C 2.26783 0.92884 -1.69368 -1.485 -2.687 10.419 0.042
C 3.44950 0.97594 -0.43759 -3.095 0.734 -1.518 -0.212
C 4.69010 0.43773 -0.73202 1.643 4.684 5.502 -0.049
C 5.71060 0.92402 0.19091 -2.988 -4.168 1.145 0.012
C 5.28028 1.19073 1.59979 6.287 -1.407 -5.843 -0.115
C 4.08414 1.51533 1.86718 -7.309 2.074 -0.874 -0.097
C 3.06692 1.52701 0.79315 2.040 -1.888 0.149 -0.004
H 2.00275 1.64806 0.95319 0.147 0.674 0.332 0.064
H 3.83150 1.95888 2.80160 -0.408 -0.184 0.803 0.104
H 6.11289 1.20661 2.21005 1.169 0.291 1.866 0.080
H 6.66050 0.44037 -0.02016 0.566 0.949 0.278 0.091
H 4.97360 0.46445 -1.68051 1.155 -1.219 -4.323 0.054
H 2.68131 0.92382 -2.63242 0.262 0.834 -2.260 0.068
H 1.45346 1.47225 -0.98857 1.428 0.031 -3.454 0.060
H 2.93173 -1.61480 -2.77359 -2.913 0.867 3.246 0.252


[2]
17
Properties=species:S:1:pos:R:3:forces:R:3:lowdin_charge:R:1 method="wB97M-V/def2-TZVPD" total_charge=0 de_lowest_kj_mol=408.4 e_lumo_ev=0.168 spin_multiplicity=1
C 0.22417 1.51961 0.37487 0.317 0.179 -0.401 -0.320
C -1.99100 -1.21091 0.64477 0.786 0.208 -0.844 0.011
C 1.12603 0.39278 -0.11238 -0.555 -0.391 -0.075 -0.420
N 0.97794 0.07757 -1.47063 -0.199 0.078 0.894 0.075
N -1.83674 -0.98041 -0.61041 0.164 0.277 0.820 0.036
C 1.85850 -0.35540 0.71746 -0.016 0.011 0.011 0.007
O -1.13160 1.23166 0.29575 -0.876 -1.227 -1.607 -0.270
H 0.50373 0.76962 -2.03289 0.488 -0.273 -0.220 0.094
H 1.65276 -0.56998 -1.85014 -0.223 0.430 -0.350 0.090
H -1.56350 0.28849 -0.60474 0.693 1.437 1.737 0.140
H -1.13090 -1.53105 -1.09049 -0.104 -0.209 0.131 0.082
H 0.47433 2.42043 -0.22229 0.016 -0.066 0.086 0.107
H 0.49787 1.74864 1.41456 -0.022 -0.070 -0.116 0.107
H -1.39678 -1.94354 1.18290 -0.362 -0.458 -0.090 0.092
H -2.56614 -0.49886 1.21486 -0.239 -0.036 0.053 0.083
H 1.88697 -0.13936 1.77326 0.013 0.100 0.046 0.045
H 2.41435 -1.21927 0.37553 0.117 0.011 -0.075 0.042


[3]
18
Properties=species:S:1:pos:R:3:forces:R:3:lowdin_charge:R:1 method="wB97M-V/def2-TZVPD" smiles="C=C/C=C/N.O.O" total_charge=0 de_lowest_kj_mol=264.3 e_lumo_ev=0.745 spin_multiplicity=1
C -2.11083 1.71233 -0.56921 -0.232 0.032 -0.503 -0.017
C -0.96230 1.84091 0.07321 1.950 0.023 0.627 -0.195
C 0.22848 1.05388 -0.32293 -0.737 -0.830 -0.262 -0.190
C 1.45933 1.12859 0.19391 -0.049 1.761 -0.497 -0.236
N 2.44538 0.32447 -0.38617 -1.222 -0.412 0.257 0.029
H -3.01467 2.26329 -0.54587 -0.493 0.933 1.052 0.037
H -2.22158 1.02989 -1.38122 0.546 -0.796 -0.448 0.047
H -0.68609 2.53437 0.92120 -1.007 -0.509 -1.000 0.116
H 0.19942 0.29021 -1.14474 -0.769 0.767 0.695 0.123
H 1.71035 2.06684 0.85415 0.056 -2.382 -1.002 0.155
H 3.35927 0.54294 -0.12865 1.539 -0.293 0.144 0.050
H 2.21236 -0.55673 -0.90168 0.435 1.642 0.959 0.118
O -0.28552 -1.75489 1.52787 4.249 -1.260 -0.653 -0.029
H -1.03664 -1.26956 1.65404 -3.045 2.177 0.462 -0.014
H 0.43827 -1.10045 1.34624 -1.165 -0.702 0.290 0.049
O -0.59202 -3.58555 -0.69289 1.607 -0.165 -1.438 -0.068
H 0.15627 -3.02175 -0.41440 -1.157 -0.446 0.260 0.023
H -1.29948 -3.49880 -0.08284 -0.507 0.460 1.057 0.000


[4]
40
Properties=species:S:1:pos:R:3:forces:R:3:lowdin_charge:R:1 method="wB97M-V/def2-TZVPD" total_charge=-1 e_lumo_ev=2.797 spin_multiplicity=1
C 5.67437 -2.39055 -0.12836 -0.288 0.878 0.065 -0.229
C 4.89249 -1.56491 1.09404 -0.095 -0.500 0.775 -0.415
P 3.78622 -0.26477 0.19834 -0.450 -0.322 -1.957 0.879
C 4.49973 1.50171 0.33202 0.444 1.464 0.512 -0.433
C 5.90106 1.50171 -0.57365 -0.142 -0.255 0.272 -0.209
N 2.10942 -0.38639 0.79097 0.220 -1.307 -1.205 -0.247
C 1.11595 -0.02812 -0.33355 -0.486 1.220 0.453 -0.402
N 0.42037 -1.24129 -0.92170 -0.109 1.323 -0.192 -0.001
C -0.03451 0.91752 0.38830 -2.902 3.879 1.622 -0.409
O -0.03194 0.99052 1.74726 -0.270 -0.654 -6.801 -0.177
O -0.97610 1.66541 -0.47771 5.307 -4.130 3.825 -0.291
H 5.42541 -1.85446 -1.16511 0.454 -1.240 2.332 0.046
H 6.82776 -2.28977 0.04326 -2.128 -0.634 -0.314 0.060
H 5.27269 -3.48881 -0.17518 1.099 2.041 0.104 0.065
H 5.63063 -1.09729 1.87659 -1.267 -0.919 -1.559 0.070
H 4.17389 -2.29230 1.70791 1.552 1.552 -1.368 0.078
H 3.78883 2.31575 -0.17284 1.203 -2.105 1.182 0.092
H 4.67650 1.87205 1.43969 -0.090 -0.640 -2.169 0.072
H 6.64572 2.28499 -0.09626 -1.365 -1.763 -1.062 0.069
H 6.36744 0.40368 -0.61634 -0.816 2.511 0.259 0.052
H 5.69011 1.80380 -1.69002 0.286 -0.571 2.290 0.071
H 1.93766 -1.42144 0.94862 0.385 1.588 -0.001 0.072
H 1.69704 0.53523 -1.20904 -1.395 -1.087 1.937 0.126
H 0.09950 -0.92881 -1.87727 0.284 -0.523 1.524 0.078
H -0.44878 -1.40202 -0.36349 0.922 0.303 -0.708 0.071
C -3.43720 0.73992 0.44556 -0.387 -0.145 -0.115 -0.084
C -4.59737 0.66813 1.42439 1.169 -0.298 0.084 -0.213
O -5.82689 1.06656 0.80591 -1.365 -0.779 -0.893 0.019
C -6.36739 0.17499 -0.05891 1.056 -0.251 0.275 -0.551
O -5.90968 -0.92263 -0.34650 -1.001 1.517 0.395 0.097
O -7.50104 0.71763 -0.57474 0.479 -0.322 0.287 -0.017
C -8.11170 -0.08315 -1.58518 -0.166 -0.135 -0.239 -0.065
H -3.36739 1.73930 0.00489 0.203 -0.186 0.298 0.078
H -2.49362 0.50237 0.94343 -0.183 0.291 -0.033 0.055
H -3.56962 0.03906 -0.38538 -0.018 0.013 0.220 0.074
H -4.41524 1.36997 2.24450 -0.344 0.025 -0.212 0.122
H -4.69369 -0.32874 1.86859 -0.186 0.062 -0.199 0.118
H -8.31481 -1.09520 -1.22180 0.209 0.136 -0.091 0.092
H -7.47244 -0.11114 -2.47307 -0.060 -0.176 0.169 0.098
H -9.06341 0.38147 -1.85816 0.242 0.143 0.238 0.088


[5]
24
Properties=species:S:1:pos:R:3:forces:R:3:lowdin_charge:R:1 method="wB97M-V/def2-TZVPD" total_charge=+1 de_lowest_kj_mol=241.2 e_lumo_ev=-4.929 spin_multiplicity=1
C -1.94420 0.49475 0.67459 1.573 -1.828 -0.191 0.005
N -0.81197 1.27255 0.22954 2.215 -0.866 -1.927 -0.176
C 0.29579 0.74338 -0.27580 -0.797 0.206 0.196 0.031
C 0.64372 -0.65787 -0.32564 1.833 0.776 0.172 -0.182
C 2.06050 -0.93676 -0.18381 -3.154 0.286 -0.102 0.026
C 2.33829 -2.25493 -0.02136 2.696 0.477 0.198 -0.084
C 1.47323 -3.28531 -0.16166 -2.168 -2.883 1.168 -0.044
C 0.10705 -3.06835 -0.35067 1.673 1.233 -0.143 -0.023
C -0.23613 -1.71652 -0.39333 -4.593 -0.876 -1.270 -0.047
N -0.89508 2.65579 0.19918 -0.675 0.136 1.189 -0.552
S -1.22305 3.38895 1.73167 1.121 -0.551 -0.415 0.919
C -0.84404 3.33873 -0.96584 0.470 2.805 0.677 -0.770
S -0.78639 2.68665 -2.40091 0.029 -0.481 -1.753 0.771
H -2.58509 0.14681 -0.14802 0.210 0.378 0.201 0.117
H -2.39977 1.18855 1.30794 -1.403 0.224 1.404 0.036
H -1.42705 -0.40352 1.16224 -1.456 1.249 -0.136 0.134
H 1.06542 1.42500 -0.65807 -0.425 0.012 0.532 0.146
H 2.78332 -0.15491 -0.06415 0.280 0.177 -0.065 0.123
H 3.34881 -2.45299 0.25033 0.701 -0.490 0.017 0.117
H 1.69891 -4.35467 0.11323 0.540 1.341 -0.703 0.147
H -0.53577 -3.93243 -0.44323 -0.423 0.452 -0.011 0.121
H -1.37858 -1.51275 -0.62448 2.641 -0.319 0.564 0.151
H -0.01102 2.90631 2.11080 -0.386 0.601 0.702 -0.079
H -0.73688 4.48355 -0.76254 -0.502 -2.061 -0.304 0.114


[6]
18
Properties=species:S:1:pos:R:3:forces:R:3:lowdin_charge:R:1 method="wB97M-V/def2-TZVPD" smiles="CCOC(Cl)(Cl)CP(=O)(Cl)Cl" total_charge=0 de_lowest_kj_mol=0.0 e_lumo_ev=0.306 spin_multiplicity=1
C 2.56395 0.83426 0.33198 0.021 1.147 2.756 -0.075
C 1.69838 -0.22754 0.94100 -0.332 -2.830 1.300 -0.273
O 0.48874 -0.27832 0.16597 -0.696 0.523 -0.878 -0.282
C -0.59629 0.30632 0.66066 -2.727 -0.618 -0.922 -1.091
Cl -0.47474 2.04920 1.20180 0.200 -0.596 -0.385 0.618
Cl -1.08501 -0.62896 2.20006 -0.328 0.396 -0.552 0.553
C -1.95559 0.27679 -0.52250 5.249 -3.819 2.331 -0.247
P -1.73514 -1.01526 -1.79930 -0.600 0.521 1.659 -0.093
O -0.83811 -0.74539 -2.88274 1.486 0.255 -1.234 -0.373
Cl -3.60560 -1.12794 -2.52911 -0.289 -0.489 0.311 0.375
Cl -1.23990 -2.66472 -0.70557 -0.697 0.338 -0.543 0.383
H 2.41367 1.80171 0.88414 -0.116 -0.753 -0.519 0.073
H 3.61343 0.61018 0.55632 -0.090 -0.068 -1.187 0.086
H 2.11266 0.96762 -0.62747 1.025 0.089 -1.138 0.081
H 1.31353 -0.16124 1.97881 0.948 0.599 -0.307 0.074
H 2.12113 -1.32801 0.92845 -0.582 2.196 -0.462 0.163
H -2.00825 1.22069 -0.81206 0.080 4.061 -2.133 0.009
H -2.78687 0.11062 0.02955 -2.553 -0.950 1.904 0.020


[7]
10
Properties=species:S:1:pos:R:3:forces:R:3:lowdin_charge:R:1 method="wB97M-V/def2-TZVPD" smiles="O=C1CNC=N1" total_charge=0 de_lowest_kj_mol=70.1 e_lumo_ev=0.640 spin_multiplicity=1
O -1.68027 -1.51107 -0.83542 0.180 -0.061 0.549 0.070
C -0.81404 -0.89592 -0.26569 -0.346 -0.339 -0.188 -0.488
C -0.48261 0.55493 -0.61403 -0.121 -0.165 0.003 -0.086
N 0.69780 0.77869 0.20736 0.195 -0.226 -0.200 0.022
C 0.93061 -0.37777 0.88288 -0.003 -0.008 -0.044 -0.185
N 0.16051 -1.38669 0.62306 -0.100 0.144 0.192 0.124
H -0.35170 0.34384 -1.69648 0.533 1.202 0.377 0.142
H -1.26179 1.29812 -0.41178 0.065 -0.370 -0.250 0.132
H 1.08208 1.66761 0.49924 -0.229 -0.264 -0.256 0.138
H 1.74854 -0.43901 1.60157 -0.174 0.086 -0.183 0.131


[8]
56
Properties=species:S:1:pos:R:3:forces:R:3:lowdin_charge:R:1 method="wB97M-V/def2-TZVPD" total_charge=+2 de_lowest_kj_mol=0.0 e_lumo_ev=-6.760 spin_multiplicity=1
Tl 1.27643 0.26171 0.90383 0.040 -0.144 0.010 1.107
C 2.92002 -1.26700 3.51581 0.033 -0.018 0.000 -0.157
C 1.56435 -1.20912 4.17909 -0.010 0.034 0.038 -0.157
O 0.79053 -0.19959 3.52414 -0.015 -0.026 -0.022 -0.267
C -0.61189 -0.28851 3.77101 0.020 0.031 0.004 -0.163
C -1.27294 -1.34076 2.91305 -0.045 -0.009 -0.014 -0.164
O -1.06374 -0.99266 1.54577 0.018 -0.002 0.029 -0.259
C -1.33587 -2.05617 0.63061 -0.029 0.008 0.027 -0.155
C -0.19365 -3.04190 0.55650 -0.015 -0.042 -0.073 -0.165
O 0.96964 -2.33074 0.15040 0.031 0.045 0.040 -0.265
C 2.19927 -3.02847 0.36596 -0.014 -0.011 -0.029 -0.153
C 2.65496 -2.93847 1.80438 0.051 -0.020 -0.002 -0.160
O 2.81081 -1.55801 2.12385 -0.030 0.038 -0.003 -0.275
H 3.55219 -2.00260 4.01969 -0.001 0.002 -0.018 0.148
H 3.41196 -0.29599 3.58523 -0.003 -0.012 0.004 0.141
H 1.68291 -0.95826 5.23741 -0.019 0.000 -0.014 0.149
H 1.05522 -2.17475 4.11479 0.016 -0.002 0.001 0.125
H -1.02607 0.69079 3.52464 0.001 -0.003 0.010 0.129
H -0.80706 -0.48391 4.82860 0.007 -0.009 -0.006 0.147
H -2.34531 -1.37207 3.13228 0.020 -0.003 -0.013 0.149
H -0.85955 -2.33151 3.12201 -0.007 0.013 0.008 0.125
H -1.48572 -1.58648 -0.34280 0.010 -0.005 0.001 0.130
H -2.26001 -2.57188 0.90528 0.001 0.014 -0.006 0.147
H -0.43588 -3.82047 -0.17428 0.028 0.003 0.011 0.150
H -0.02977 -3.53023 1.52143 -0.007 0.011 0.003 0.125
H 2.93412 -2.54959 -0.28158 -0.008 -0.012 -0.003 0.142
H 2.10642 -4.07396 0.06182 -0.004 0.004 0.005 0.147
H 3.61216 -3.45817 1.91084 -0.013 0.014 0.024 0.150
H 1.93805 -3.40995 2.48363 -0.009 0.001 -0.018 0.126
N 0.23161 3.30728 1.61700 -0.198 0.119 -0.114 0.042
N -0.88253 4.06383 1.22666 -0.009 0.133 0.123 0.007
C -1.71833 3.73439 0.23740 0.093 -0.189 0.010 -0.319
N -2.74391 4.54047 0.02472 -0.091 -0.164 -0.204 0.243
N -1.38235 2.61609 -0.48996 -0.196 0.042 0.012 0.192
N -2.25727 2.18085 -1.35118 0.222 0.141 -0.261 -0.276
O -3.39425 2.51991 -1.51938 -0.063 0.040 0.259 0.161
O -1.85507 1.20606 -2.16663 0.039 0.224 0.125 0.051
H 0.17097 3.17878 2.62238 0.072 -0.066 -0.038 0.103
H 1.07143 3.84020 1.40794 -0.004 -0.044 0.017 0.108
H -1.08351 4.91686 1.73489 0.050 -0.048 -0.062 0.171
H -2.88025 5.36810 0.58448 0.000 0.009 -0.027 0.146
H -3.43528 4.31298 -0.67471 0.016 -0.005 0.061 0.119
C -0.39610 1.08717 -2.47176 -0.004 -0.082 0.096 -0.077
C -0.27406 0.76963 -3.92166 -0.041 -0.006 -0.004 -0.224
C -0.88915 -0.36074 -4.45582 0.069 -0.003 -0.008 -0.030
C -0.75397 -0.64569 -5.80267 0.009 0.012 0.001 -0.053
C 0.00748 0.18627 -6.61605 -0.015 -0.006 0.010 -0.052
C 0.62712 1.30605 -6.08533 -0.014 0.016 0.029 -0.055
C 0.47841 1.60481 -4.73797 -0.038 -0.009 -0.058 -0.031
H -0.03679 0.28656 -1.82610 -0.012 0.005 0.035 0.083
H 0.07743 2.02788 -2.21169 0.063 -0.007 0.009 0.115
H -1.47921 -1.01270 -3.82341 -0.015 -0.012 0.021 0.117
H -1.23698 -1.51746 -6.22111 -0.010 -0.011 -0.009 0.115
H 0.11301 -0.03964 -7.66786 0.008 -0.012 -0.019 0.116
H 1.21675 1.95344 -6.71879 0.013 0.008 -0.014 0.115
H 0.95320 2.48730 -4.32675 0.009 0.018 0.017 0.115


[9]
9
Properties=species:S:1:pos:R:3:forces:R:3:lowdin_charge:R:1 method="wB97M-V/def2-TZVPD" total_charge=0 de_lowest_kj_mol=31.2 e_lumo_ev=-0.292 spin_multiplicity=1
C -1.55913 -0.72733 1.28332 1.071 0.587 0.294 0.154
C -0.45846 -0.37205 0.89216 -2.958 -1.274 1.302 -0.160
C 0.82762 -0.07462 0.45182 1.264 0.324 0.328 -0.147
C 1.05694 0.45849 -0.75588 0.419 0.118 0.225 -0.091
C -0.09868 0.68590 -1.61867 -1.102 -0.886 -1.372 -0.210
N -1.07079 0.60637 -2.27262 2.361 0.611 1.535 0.154
H -2.48325 -0.96319 1.82016 0.809 0.167 -0.801 0.051
H 1.65956 -0.25763 1.17789 -0.722 0.144 -0.909 0.134
H 2.12618 0.64406 -0.97818 -1.142 0.210 -0.602 0.116


These records have E_tot values of -3922.88131, -343.04592, -364.16749, -1221.19080, -1255.07359, -2489.23936, -301.46052, -1523.49289, -246.97013 a.u., in the order they appear.
These records have Kohn-Sham gap values of 8.332, 8.285, 8.731, 6.975, 7.571, 11.263, 10.150, 7.218, 9.455 eV, in the order they appear.